Density functional theory data (wB97M-V/def2-TZVPD) for a cluster of 11 separate species, C23H25Cl40N3O9P2S3 in total.

Its largest force on an atom is 2.25 eV/Å. For the calculated total energy, the calculation gives -22017.72901 Eh. Its HOMO energy is -2.2022 eV. As for the LUMO energy: 1.69 eV. The gap between HOMO and LUMO is 3.89 eV.

```
! RIJCOSX wB97M-V def2-TZVPD def2/J DEFGRID3
* xyz -2 1
C 4.044 -0.007 3.202
C 2.537 0.166 3.260
O 2.046 0.521 4.295
N 1.695 -0.143 2.114
C 1.832 -1.525 1.629
C 3.137 -2.083 1.128
O 0.864 -2.236 1.684
C 1.781 0.941 1.099
O 2.360 2.027 1.825
O 2.670 0.701 0.067
P 2.152 1.240 -1.517
S 1.528 2.018 -3.506
P 4.297 0.591 -2.177
S 4.954 1.042 -3.982
C 1.623 -0.620 -2.003
O 1.817 -1.462 -1.108
O 1.181 -0.846 -3.133
S 2.936 3.505 -1.076
C 4.617 3.506 -0.390
O 3.095 4.237 -2.332
O 2.063 4.251 -0.148
O 0.695 1.748 -0.857
C 0.399 1.368 0.468
C -0.305 2.555 1.162
C -1.363 2.164 2.181
N -0.833 1.375 3.289
N -0.470 0.203 0.505
C -1.223 -0.123 -0.464
C -1.473 -1.580 -0.733
C -1.970 0.840 -1.364
H 4.442 -0.192 2.208
H 4.504 0.894 3.609
H 4.318 -0.826 3.873
H 3.818 -2.276 1.962
H 2.917 -3.024 0.632
H 3.628 -1.416 0.425
H 3.275 2.049 1.523
H 0.248 2.182 -3.168
H 4.202 -0.803 -2.059
H 5.234 0.941 -1.180
H 4.876 2.570 0.105
H 5.286 3.720 -1.221
H 4.662 4.314 0.340
H 0.390 3.281 1.574
H -0.830 3.063 0.343
H -1.774 3.077 2.622
H -2.221 1.683 1.687
H -0.845 0.387 3.056
H -1.415 1.485 4.110
H -2.533 -1.837 -0.603
H -0.879 -2.192 -0.058
H -1.206 -1.746 -1.777
H -1.289 1.532 -1.859
H -2.505 0.310 -2.155
H -2.675 1.436 -0.781
C -0.468 -5.002 -3.270
Cl -1.553 -5.214 -1.867
Cl 0.706 -6.340 -3.270
Cl -1.440 -5.105 -4.761
Cl 0.336 -3.464 -3.166
C -0.032 5.839 -4.103
Cl -0.022 4.990 -2.586
Cl -0.034 4.698 -5.452
Cl -1.496 6.866 -4.224
Cl 1.395 6.877 -4.222
C -0.411 -1.940 6.076
Cl -0.245 -2.235 4.361
Cl -0.978 -3.419 6.895
Cl 1.144 -1.466 6.765
Cl -1.592 -0.650 6.367
C -4.672 -8.324 -3.507
Cl -4.038 -8.991 -5.019
Cl -5.122 -9.666 -2.436
Cl -3.446 -7.322 -2.746
Cl -6.106 -7.343 -3.841
C 6.714 1.626 6.816
Cl 6.891 1.677 5.063
Cl 5.044 1.233 7.213
Cl 7.795 0.390 7.483
Cl 7.137 3.199 7.503
C -7.234 -9.682 -7.671
Cl -8.871 -10.131 -8.175
Cl -7.006 -10.056 -5.969
Cl -6.061 -10.589 -8.638
Cl -6.995 -7.953 -7.930
C -3.549 5.360 4.676
Cl -3.121 5.096 2.995
Cl -4.330 3.911 5.326
Cl -2.089 5.695 5.605
Cl -4.666 6.732 4.805
C 4.269 5.467 3.727
Cl 3.144 4.802 2.571
Cl 5.351 6.629 2.927
Cl 3.411 6.309 5.032
Cl 5.247 4.157 4.420
C 1.182 9.788 4.463
Cl 1.948 9.290 2.961
Cl 0.352 8.412 5.184
Cl 2.414 10.388 5.587
Cl 0.013 11.079 4.138
C -11.846 -11.721 -10.487
Cl -12.462 -12.283 -8.930
Cl -11.566 -9.981 -10.412
Cl -10.329 -12.546 -10.850
Cl -13.029 -12.076 -11.752
*
```

=====

Density functional theory data (wB97M-V/def2-TZVPD) for a cluster of 5 separate species, C23H25F32NO5P in total.

Its largest force on an atom is 9.15 eV/Å. For the calculated total energy, the calculation gives -4859.00202 Eh. Its HOMO energy is -12.9355 eV. As for the LUMO energy: -4.40 eV. The gap between HOMO and LUMO is 8.53 eV.

```
! RIJCOSX wB97M-V def2-TZVPD def2/J DEFGRID3
* xyz 1 1
C -1.168 0.855 -4.744
C -2.470 1.266 -3.838
O -2.218 1.890 -2.656
N -3.925 1.073 -4.197
C -4.343 2.086 -5.240
P -4.321 -0.604 -4.650
H -0.195 1.247 -4.173
H -1.154 1.408 -5.786
H -1.051 -0.295 -4.928
H -5.081 1.668 -6.059
H -4.857 2.981 -4.640
H -3.361 2.533 -5.739
H -5.250 -0.646 -5.776
H -5.077 -1.166 -3.522
H -3.172 -1.449 -4.890
C -4.733 0.752 -0.394
C -4.938 2.072 0.365
C -3.772 2.503 1.250
F -3.460 1.584 2.192
F -4.078 3.644 1.923
F -6.101 2.004 1.065
F -5.134 3.051 -0.576
O -5.260 -0.427 0.220
C -4.442 -0.999 1.237
C -5.059 -0.880 2.639
F -5.378 0.403 2.947
F -4.189 -1.303 3.596
F -3.197 -0.477 1.153
F -4.319 -2.318 0.915
H -5.298 0.842 -1.329
H -3.694 0.611 -0.715
H -2.877 2.700 0.655
H -5.972 -1.476 2.720
C 0.402 -5.646 -3.210
C 0.211 -5.109 -4.636
C 0.760 -3.707 -4.884
F 0.214 -2.777 -4.068
F 0.485 -3.303 -6.153
F -1.104 -5.200 -4.971
F 0.864 -5.970 -5.481
O -0.694 -5.470 -2.308
C -0.783 -4.182 -1.706
C -2.004 -3.381 -2.185
F -2.046 -3.280 -3.539
F -1.976 -2.108 -1.703
F 0.388 -3.528 -1.876
F -0.897 -4.406 -0.366
H 0.503 -6.734 -3.299
H 1.349 -5.320 -2.763
H 1.844 -3.680 -4.757
H -2.936 -3.849 -1.859
C -0.236 0.419 3.639
C -0.098 1.742 2.870
C 1.271 1.995 2.246
F 2.271 1.995 3.157
F 1.307 3.214 1.646
F -0.477 2.766 3.680
F -1.022 1.716 1.856
O -0.026 0.476 5.052
C 1.339 0.459 5.463
C 1.793 1.790 6.082
F 1.555 2.842 5.258
F 3.132 1.786 6.327
F 2.111 0.058 4.429
F 1.430 -0.523 6.404
H -1.282 0.108 3.536
H 0.337 -0.395 3.176
H 1.502 1.245 1.486
H 1.274 1.984 7.025
C 5.933 2.943 2.277
C 5.074 1.866 1.598
C 4.937 0.558 2.371
F 6.128 -0.030 2.624
F 4.213 -0.347 1.659
F 5.540 1.657 0.338
F 3.817 2.393 1.440
O 7.306 3.009 1.882
C 8.165 2.064 2.516
C 8.699 0.998 1.548
F 7.697 0.365 0.885
F 9.393 0.034 2.213
F 7.536 1.543 3.594
F 9.213 2.787 3.005
H 5.519 3.910 1.967
H 5.825 2.938 3.368
H 4.424 0.715 3.323
H 9.362 1.441 0.799
*
```

=====

Density functional theory data (wB97M-V/def2-TZVPD) for an isolated molecule of C23H25N3O3.

Its largest force on an atom is 1.33 eV/Å. The structure (SMILES) is CCCC(=O)N1CCN(c2ccc(NC(=O)c3cc4ccccc4o3)cc2)CC1. For the calculated total energy, the calculation gives -1281.46444 Eh. Its HOMO energy is -7.4301 eV. As for the LUMO energy: 0.25 eV. The gap between HOMO and LUMO is 7.68 eV. The relative energy (zero: lowest compared OMol25 entry of this formula, charge and spin) is 47.2 kcal/mol.

```
! RIJCOSX wB97M-V def2-TZVPD def2/J DEFGRID3
* xyz 0 1
C -2.137 -4.379 4.627
C -1.764 -5.686 3.937
C -1.347 -5.463 2.484
C -2.535 -5.143 1.595
O -3.680 -5.104 2.001
N -2.243 -4.921 0.286
C -0.911 -4.963 -0.281
C -0.949 -4.352 -1.690
N -1.671 -3.108 -1.690
C -1.039 -1.898 -1.466
C 0.317 -1.790 -1.143
C 0.907 -0.557 -0.958
C 0.171 0.618 -1.080
N 0.823 1.833 -0.856
C 0.324 3.097 -0.913
O -0.816 3.402 -1.206
C 1.333 4.117 -0.567
C 1.189 5.472 -0.511
C 2.454 5.994 -0.116
C 2.965 7.269 0.122
C 4.283 7.379 0.505
C 5.096 6.252 0.653
C 4.616 4.979 0.423
C 3.289 4.868 0.039
O 2.606 3.732 -0.236
C -1.177 0.526 -1.416
C -1.762 -0.706 -1.608
C -3.069 -3.256 -1.311
C -3.313 -4.613 -0.639
H -2.977 -3.919 4.114
H -2.423 -4.564 5.659
H -1.298 -3.686 4.620
H -2.622 -6.358 3.957
H -0.940 -6.163 4.474
H -0.628 -4.641 2.433
H -0.860 -6.360 2.091
H -0.536 -5.995 -0.326
H -0.228 -4.376 0.341
H 0.063 -4.199 -2.063
H -1.450 -5.036 -2.382
H 0.933 -2.667 -1.020
H 1.957 -0.506 -0.702
H 1.800 1.753 -0.603
H 0.291 6.013 -0.725
H 2.338 8.139 0.008
H 4.704 8.355 0.696
H 6.124 6.382 0.955
H 5.238 4.106 0.537
H -1.757 1.426 -1.530
H -2.801 -0.742 -1.895
H -3.333 -2.462 -0.607
H -3.718 -3.169 -2.192
H -3.399 -5.411 -1.385
H -4.238 -4.582 -0.060
*
```

=====

Density functional theory data (wB97M-V/def2-TZVPD) for a structure of composition C23H25O4P2S4V.

Its largest force on an atom is 0.81 eV/Å. For the calculated total energy, the calculation gives -4412.16392 Eh. Its HOMO energy (alpha / beta) is -4.6623 / -4.1094 eV. As for the expectation value of S²: 0.769. As for the LUMO energy (alpha / beta): 2.69 / 2.69 eV. The gap between HOMO and LUMO (alpha / beta) is 7.35 / 6.80 eV. The relative energy (zero: lowest compared OMol25 entry of this formula, charge and spin) is 10.6 kcal/mol.

```
! RIJCOSX wB97M-V def2-TZVPD def2/J DEFGRID3
* xyz -1 2
V 0.386 -1.337 0.255
C 3.207 -5.057 3.787
C 3.572 -3.635 3.427
O 2.418 -2.781 3.560
P 1.671 -2.249 2.243
S 1.405 -3.583 0.810
S 0.060 -1.195 2.718
O 2.709 -1.219 1.527
C 3.044 0.086 2.054
C 4.138 0.000 3.096
H 4.080 -5.706 3.691
H 2.427 -5.420 3.116
H 2.840 -5.109 4.814
H 3.958 -3.581 2.408
H 4.330 -3.232 4.100
H 2.144 0.550 2.450
H 3.353 0.660 1.186
H 3.803 -0.553 3.976
H 4.417 1.008 3.410
H 5.024 -0.491 2.685
S 1.254 2.882 0.904
P 0.829 2.143 -0.865
S 1.404 0.241 -1.287
C -0.959 2.288 -1.209
C -1.541 3.554 -1.181
C -2.901 3.698 -1.399
C -3.694 2.577 -1.628
C -3.118 1.317 -1.657
C -1.748 1.174 -1.462
C 1.572 3.117 -2.221
C 2.533 4.084 -1.954
C 3.095 4.811 -2.997
C 2.694 4.578 -4.304
C 1.732 3.612 -4.572
C 1.173 2.882 -3.535
H -0.927 4.424 -0.973
H -3.348 4.687 -1.378
H -4.761 2.691 -1.785
H -3.725 0.435 -1.832
H -1.301 0.195 -1.526
H 2.822 4.261 -0.926
H 3.846 5.563 -2.784
H 3.128 5.150 -5.116
H 1.416 3.426 -5.593
H 0.428 2.123 -3.743
O -2.194 -3.129 -2.308
C -2.184 -2.515 -1.258
O -1.138 -2.001 -0.715
C -3.461 -2.416 -0.455
C -4.635 -2.933 -0.995
C -5.830 -2.841 -0.298
C -5.858 -2.234 0.952
C -4.690 -1.722 1.497
C -3.495 -1.812 0.797
H -4.582 -3.401 -1.970
H -6.740 -3.244 -0.726
H -6.792 -2.158 1.498
H -4.706 -1.249 2.471
H -2.583 -1.417 1.220
*
```